(1)
This record from the Open Molecules 2025 dataset describes a structure of composition C39H54As4OPt at a distorted geometry. The level of theory is ωB97M-V/def2-TZVPD.

Geometry (Å):
Pt  -19.928  -5.174  7.841
C  -20.251  -7.242  12.572
As  -20.446  -6.160  10.997
C  -20.400  -4.278  11.531
C  -22.360  -6.223  10.693
C  -22.898  -7.532  10.095
C  -22.411  -8.842  10.659
C  -22.819  -7.568  8.603
As  -21.049  -7.365  7.695
C  -21.536  -7.969  5.922
C  -19.957  -8.889  8.258
C  -24.454  -7.655  10.405
As  -25.094  -7.894  12.260
C  -26.275  -9.376  12.528
C  -25.678  -6.219  12.922
H  -20.131  -8.328  12.405
H  -21.142  -7.102  13.236
H  -19.451  -6.887  13.248
H  -21.142  -4.098  12.354
H  -20.675  -3.786  10.590
H  -19.302  -4.079  11.769
H  -22.712  -5.377  10.158
H  -22.782  -6.161  11.748
H  -21.336  -8.820  10.693
H  -22.866  -9.676  10.162
H  -22.669  -8.754  11.746
H  -23.435  -6.749  8.145
H  -23.123  -8.534  8.270
H  -21.917  -8.952  6.130
H  -20.646  -7.934  5.267
H  -22.279  -7.351  5.463
H  -20.477  -9.747  8.634
H  -19.400  -8.487  9.133
H  -19.214  -9.197  7.524
H  -24.839  -8.573  9.914
H  -25.100  -6.815  10.133
H  -26.856  -9.584  11.602
H  -26.963  -9.011  13.342
H  -25.764  -10.267  12.798
H  -24.946  -5.389  12.934
H  -26.149  -6.475  13.916
H  -26.550  -5.935  12.302
C  -20.864  -3.789  2.175
C  -21.707  -2.812  2.715
C  -21.717  -2.666  4.113
C  -20.848  -3.400  4.864
C  -19.931  -4.348  4.291
C  -19.930  -4.568  2.933
As  -20.789  -3.318  6.695
C  -19.949  -1.650  7.144
C  -19.362  -0.873  6.112
C  -18.671  0.278  6.435
C  -18.398  0.624  7.756
C  -18.920  -0.159  8.796
C  -19.713  -1.285  8.458
C  -22.652  -3.087  7.260
C  -22.864  -2.482  8.538
C  -24.182  -2.531  9.064
C  -25.148  -3.330  8.450
C  -24.920  -3.991  7.226
C  -23.679  -3.742  6.586
H  -20.801  -3.992  1.100
H  -22.266  -2.118  2.075
H  -22.461  -2.066  4.616
H  -19.357  -4.925  4.955
H  -19.314  -5.322  2.509
H  -19.560  -1.145  5.048
H  -18.294  0.922  5.687
H  -17.736  1.516  7.949
H  -18.703  0.073  9.776
H  -20.095  -1.971  9.249
H  -22.136  -1.805  9.061
H  -24.387  -1.905  9.929
H  -26.163  -3.241  8.840
H  -25.720  -4.481  6.688
H  -23.613  -4.103  5.567
C  -12.253  -5.177  4.839
C  -13.518  -4.951  5.460
C  -13.980  -3.663  5.806
C  -15.077  -3.441  6.526
C  -15.590  -2.081  6.837
C  -15.810  -4.677  7.017
C  -16.408  -4.511  8.319
O  -17.623  -4.647  8.568
C  -15.476  -5.992  6.466
C  -16.571  -7.054  6.650
C  -14.292  -6.120  5.913
H  -11.613  -5.018  5.677
H  -11.938  -4.464  4.030
H  -12.175  -6.231  4.463
H  -13.376  -2.853  5.389
H  -15.492  -1.595  5.870
H  -14.992  -1.520  7.644
H  -16.627  -1.959  7.197
H  -15.763  -4.107  9.069
H  -17.404  -6.495  6.251
H  -16.655  -7.266  7.691
H  -16.211  -7.971  6.225
H  -13.922  -7.116  5.735

The calculation puts the HOMO energy (spin up / spin down) at -17.42 / -17.86 eV. The spin multiplicity is 5. As for the total charge: +4. As for the gap between HOMO and LUMO (spin up / spin down): 6.949 / 4.813 eV. The value obtained for the LUMO energy (spin up / spin down) is -0.385 / -0.479 Ha.

***

(2)
This record from the Open Molecules 2025 dataset describes a structure of composition C11H19F7InO2. The level of theory is ωB97M-V/def2-TZVPD.

Geometry (Å):
F  -0.481  0.777  5.467
C  -0.870  1.674  4.554
F  -1.247  2.775  5.216
F  -1.959  1.202  3.949
C  0.284  2.002  3.568
F  -0.225  2.970  2.745
F  1.264  2.571  4.333
C  0.904  0.853  2.733
F  -0.158  -0.015  2.426
F  1.672  0.122  3.651
In  2.155  1.450  0.871
H  1.634  0.467  -0.492
H  1.922  3.172  0.501
H  3.859  1.207  1.312
C  -1.841  1.541  -3.952
C  -2.549  2.757  -3.357
C  -1.917  2.825  -1.971
O  -0.593  2.327  -2.115
C  -0.436  1.698  -3.379
H  -1.852  1.513  -5.041
H  -2.299  0.621  -3.581
H  -2.303  3.654  -3.931
H  -3.634  2.661  -3.322
H  -2.460  2.195  -1.257
H  -1.870  3.837  -1.567
H  0.185  2.334  -4.022
H  0.081  0.749  -3.232
C  -0.025  -3.908  0.350
C  1.021  -4.908  -0.132
C  1.975  -3.996  -0.893
O  1.927  -2.735  -0.246
C  0.828  -2.685  0.672
H  -0.597  -4.256  1.210
H  -0.727  -3.677  -0.456
H  1.531  -5.360  0.722
H  0.616  -5.709  -0.752
H  1.656  -3.878  -1.937
H  3.005  -4.358  -0.890
H  1.221  -2.727  1.693
H  0.300  -1.742  0.550

The calculation puts the HOMO energy at -5.06 eV. The spin multiplicity is 1. As for the total charge: -1. As for the gap between HOMO and LUMO: 7.985 eV. The value obtained for the LUMO energy is 0.107 Ha.

***

(3)
This record from the Open Molecules 2025 dataset describes a structure of composition C4H8O2. The level of theory is ωB97M-V/def2-TZVPD.

Geometry (Å):
O  -0.097  1.691  1.688
C  -0.252  1.221  0.366
C  0.366  -0.157  0.184
C  -0.412  -1.495  0.223
O  0.180  -1.898  -1.022
C  0.537  -0.540  -1.289
H  -0.590  2.518  1.761
H  0.234  1.912  -0.350
H  -1.313  1.169  0.077
H  1.244  -0.306  0.809
H  -0.179  -2.222  1.010
H  -1.501  -1.372  0.146
H  1.495  -0.427  -1.806
H  -0.252  -0.052  -1.889

The calculation puts the HOMO energy at -9.68 eV. The spin multiplicity is 1. The energy above the lowest of the compared OMol25 structures with the same formula, charge and spin comes out at 2.280 eV. As for the gap between HOMO and LUMO: 10.490 eV. The value obtained for the LUMO energy is 0.030 Ha.

***

(4)
This record from the Open Molecules 2025 dataset describes a cluster of 8 separate species, C14H44O14S3 in total at a distorted geometry. The level of theory is ωB97M-V/def2-TZVPD.

Geometry (Å):
O  -0.664  2.802  1.238
S  -1.773  2.117  1.920
O  -3.158  2.429  1.587
O  -1.540  0.477  1.761
C  -2.524  -0.368  2.356
C  -2.114  -1.841  2.252
C  -1.464  2.389  3.679
H  -3.489  -0.178  1.886
H  -2.659  -0.119  3.408
H  -1.881  -2.183  1.243
H  -2.911  -2.495  2.607
H  -1.383  -2.121  3.010
H  -2.470  2.585  4.049
H  -0.938  3.331  3.837
H  -0.932  1.585  4.187
O  -3.784  -3.665  1.604
S  -4.609  -3.858  0.372
O  -5.977  -3.298  0.341
O  -3.759  -3.268  -0.937
C  -2.415  -3.777  -1.321
C  -1.241  -3.146  -0.523
C  -4.709  -5.674  -0.139
H  -2.307  -3.703  -2.403
H  -2.304  -4.860  -1.270
H  -1.090  -2.067  -0.567
H  -0.238  -3.504  -0.756
H  -1.087  -3.395  0.527
H  -3.789  -6.259  -0.144
H  -5.206  -5.688  -1.109
H  -5.350  -6.217  0.555
O  1.444  4.242  -0.998
S  1.717  4.233  -2.420
O  1.286  5.280  -3.353
O  3.363  4.014  -2.560
C  4.068  3.372  -1.487
C  5.555  3.362  -1.850
C  1.036  2.612  -2.896
H  3.639  2.377  -1.607
H  3.861  3.751  -0.486
H  5.737  3.321  -2.924
H  6.047  2.606  -1.239
H  6.077  4.226  -1.440
H  1.799  1.960  -3.322
H  0.158  2.856  -3.494
H  0.686  2.151  -1.972
C  3.440  0.223  -1.260
O  2.835  -1.089  -1.115
H  2.867  0.732  -2.034
H  3.682  0.901  -0.442
H  4.374  0.126  -1.813
H  1.881  -1.053  -1.018
C  1.469  2.447  1.453
O  2.004  2.090  0.139
H  2.263  2.920  2.030
H  0.657  3.160  1.309
H  1.200  1.630  2.123
H  2.270  2.903  -0.298
C  0.701  -0.207  2.655
O  1.826  -0.575  3.442
H  0.910  0.157  1.649
H  0.245  -1.193  2.573
H  0.033  0.485  3.168
H  1.467  -1.221  4.056
C  -0.038  0.534  -0.613
O  -0.761  -0.590  -0.017
H  0.547  0.480  -1.532
H  -0.785  1.326  -0.644
H  0.760  0.911  0.026
H  -0.796  -0.449  0.932
C  -0.672  -1.955  -2.521
O  0.767  -1.708  -2.556
H  -1.191  -1.392  -3.296
H  -0.743  -3.030  -2.682
H  -0.937  -1.631  -1.514
H  1.014  -1.322  -3.400

The calculation puts the HOMO energy at -8.92 eV. The spin multiplicity is 1. As for the gap between HOMO and LUMO: 9.190 eV. The value obtained for the LUMO energy is 0.010 Ha.

***

(5)
This record from the Open Molecules 2025 dataset describes a structure of composition C4H13N2 at a distorted geometry. The level of theory is ωB97M-V/def2-TZVPD.

Geometry (Å):
N  -0.513  -1.486  0.422
C  -0.782  -0.870  1.701
C  0.357  -0.060  2.337
N  0.080  0.509  -0.879
C  1.345  0.105  -1.491
C  -0.663  1.303  -1.904
H  -0.267  -0.560  -0.314
H  -1.430  -1.748  0.038
H  0.935  0.548  1.647
H  -0.929  -1.759  2.388
H  -1.732  -0.333  1.776
H  1.173  -0.699  2.660
H  -0.079  0.453  3.185
H  1.219  -0.306  -2.521
H  1.820  -0.587  -0.807
H  1.940  1.020  -1.662
H  0.092  1.953  -2.353
H  -1.515  1.807  -1.463
H  -1.052  0.709  -2.761

The calculation puts the HOMO energy at -14.48 eV. The spin multiplicity is 1. As for the total charge: +1. The energy above the lowest of the compared OMol25 structures with the same formula, charge and spin comes out at 6.343 eV. As for the gap between HOMO and LUMO: 6.369 eV. The value obtained for the LUMO energy is -0.298 Ha.

***

(6)
This record from the Open Molecules 2025 dataset describes a structure of composition C23H52LuO3P4S at a distorted geometry. The level of theory is ωB97M-V/def2-TZVPD.

Geometry (Å):
Lu  -0.016  -0.224  -0.241
P  2.112  1.262  0.929
P  -1.583  2.148  0.426
P  0.952  1.647  -2.205
H  0.405  -3.756  -0.028
C  0.951  -3.420  -0.922
C  1.949  -2.473  -0.689
H  2.321  -2.392  0.371
C  2.631  0.779  2.612
C  2.012  3.076  1.242
C  3.802  1.233  0.173
C  -3.187  1.793  -0.352
C  -2.269  2.779  2.010
C  -1.374  3.848  -0.290
C  2.308  0.825  -3.152
C  1.712  3.313  -2.238
C  -0.364  2.061  -3.454
H  0.503  -3.845  -1.840
H  2.555  -1.789  -1.339
H  3.248  -0.113  2.586
H  1.754  0.580  3.234
H  3.201  1.594  3.067
H  1.050  3.315  1.717
H  2.099  3.664  0.328
H  2.833  3.346  1.928
H  4.097  0.191  -0.032
H  4.488  1.664  0.928
H  3.874  1.818  -0.749
H  -3.878  2.652  -0.249
H  -3.627  0.904  0.131
H  -3.042  1.565  -1.424
H  -2.829  3.704  1.815
H  -1.472  2.991  2.728
H  -2.950  2.063  2.470
H  -2.202  4.473  0.089
H  -1.415  3.825  -1.385
H  -0.418  4.281  0.027
H  2.265  1.200  -4.180
H  2.213  -0.264  -3.166
H  3.275  1.072  -2.695
H  1.878  3.563  -3.304
H  2.673  3.351  -1.720
H  1.033  4.058  -1.811
H  0.074  1.925  -4.455
H  -0.694  3.105  -3.331
H  -1.227  1.393  -3.334
C  -0.460  -2.556  -4.853
C  -1.521  -2.363  -5.778
C  -1.602  -3.111  -6.988
C  -0.620  -4.100  -7.231
C  0.432  -4.318  -6.328
C  0.475  -3.569  -5.145
S  -0.245  -1.465  -3.414
H  -1.401  -1.588  -2.638
H  -2.310  -1.632  -5.560
H  -2.419  -2.970  -7.732
H  -0.668  -4.734  -8.125
H  1.207  -5.080  -6.518
H  1.231  -3.721  -4.381
C  -4.084  -2.400  3.617
C  -3.246  -1.655  2.582
O  -2.133  -1.008  3.298
P  -1.090  -0.061  2.536
O  -0.175  0.413  3.830
C  -0.732  0.622  5.239
C  0.297  1.363  6.064
O  -0.125  -1.219  1.766
C  0.350  -2.581  2.562
C  1.718  -2.416  3.062
H  -3.526  -3.217  4.093
H  -4.949  -2.847  3.106
H  -4.490  -1.723  4.381
H  -2.826  -2.342  1.818
H  -3.845  -0.863  2.089
H  -1.680  1.187  5.154
H  -0.943  -0.383  5.634
H  0.534  2.359  5.665
H  -0.164  1.502  7.043
H  1.221  0.777  6.210
H  -0.384  -2.707  3.338
H  0.202  -3.250  1.730
H  2.434  -2.174  2.278
H  1.757  -1.620  3.812
H  2.064  -3.335  3.555

The calculation puts the HOMO energy at -15.96 eV. The spin multiplicity is 1. As for the total charge: +3. The energy above the lowest of the compared OMol25 structures with the same formula, charge and spin comes out at 0.948 eV. As for the gap between HOMO and LUMO: 6.200 eV. The value obtained for the LUMO energy is -0.359 Ha.

***

(7)
This record from the Open Molecules 2025 dataset describes a cluster of 2 separate species, C2H5OS in total at a distorted geometry. The level of theory is ωB97M-V/def2-TZVPD.

Geometry (Å):
S  -2.309  0.752  -1.286
H  -1.157  0.838  -1.850
O  1.257  -1.813  -0.070
C  0.445  -0.898  -0.001
C  0.555  0.363  0.806
H  -0.443  -1.122  -0.566
H  0.084  0.198  1.795
H  -0.037  1.077  0.269
H  1.605  0.605  0.902

The calculation puts the HOMO energy (spin up / spin down) at -9.94 / -9.98 eV. The spin multiplicity is 2. The energy above the lowest of the compared OMol25 structures with the same formula, charge and spin comes out at 0.237 eV. As for the gap between HOMO and LUMO (spin up / spin down): 10.709 / 7.156 eV. The value obtained for the LUMO energy (spin up / spin down) is 0.028 / -0.104 Ha.

***

(8)
This record from the Open Molecules 2025 dataset describes a cluster of 9 separate species, C18H54O9 in total at a distorted geometry. The level of theory is ωB97M-V/def2-TZVPD.

Geometry (Å):
C  -1.411  -6.110  -1.144
C  -1.417  -4.714  -1.735
O  -1.417  -3.702  -0.724
H  -0.526  -6.250  -0.525
H  -1.562  -6.881  -1.899
H  -2.245  -6.199  -0.445
H  -2.230  -4.498  -2.430
H  -0.533  -4.560  -2.361
H  -0.514  -3.390  -0.621
C  -1.226  -0.265  -0.109
C  -0.309  0.933  -0.226
O  -0.794  1.958  0.612
H  -0.951  -1.041  -0.824
H  -2.246  0.022  -0.361
H  -1.208  -0.687  0.896
H  -0.264  1.304  -1.253
H  0.710  0.646  0.052
H  -0.349  2.765  0.323
C  1.969  0.382  -3.288
C  3.357  0.777  -2.757
O  3.275  0.980  -1.353
H  2.010  0.140  -4.350
H  1.288  1.237  -3.288
H  1.487  -0.366  -2.659
H  3.671  1.720  -3.212
H  4.099  0.009  -2.984
H  4.077  1.416  -1.051
C  3.918  1.579  1.747
C  4.454  1.897  3.145
O  5.795  2.328  3.103
H  2.852  1.346  1.810
H  4.351  0.626  1.436
H  4.062  2.313  0.957
H  4.280  1.082  3.847
H  3.930  2.732  3.623
H  5.893  3.241  2.830
C  1.864  5.469  -2.008
C  1.220  4.135  -1.619
O  0.225  4.364  -0.644
H  2.387  5.921  -1.165
H  1.072  6.170  -2.281
H  2.550  5.402  -2.852
H  1.956  3.437  -1.217
H  0.756  3.616  -2.463
H  -0.396  5.002  -1.005
C  -2.682  2.831  -2.308
C  -3.653  1.786  -1.761
O  -4.945  2.115  -2.190
H  -2.593  2.834  -3.395
H  -1.696  2.744  -1.855
H  -3.076  3.826  -2.092
H  -3.615  1.802  -0.669
H  -3.368  0.793  -2.118
H  -5.605  1.601  -1.720
C  -4.326  -3.648  2.995
C  -3.351  -3.304  1.890
O  -3.013  -4.531  1.270
H  -4.538  -2.816  3.668
H  -3.868  -4.408  3.632
H  -5.267  -4.108  2.692
H  -2.433  -2.877  2.302
H  -3.815  -2.637  1.160
H  -2.516  -4.337  0.457
C  -3.788  1.085  4.709
C  -3.273  0.922  3.274
O  -2.005  1.540  3.216
H  -4.839  0.787  4.736
H  -3.767  2.144  4.957
H  -3.273  0.442  5.421
H  -3.849  1.555  2.591
H  -3.196  -0.111  2.926
H  -1.720  1.533  2.295
C  4.245  -3.647  -0.663
C  4.144  -2.142  -0.492
O  2.825  -1.727  -0.632
H  5.274  -3.970  -0.503
H  3.987  -3.893  -1.694
H  3.516  -4.123  -0.008
H  4.806  -1.693  -1.240
H  4.534  -1.864  0.493
H  2.829  -0.791  -0.876

The calculation puts the HOMO energy at -9.40 eV. The spin multiplicity is 1. The energy above the lowest of the compared OMol25 structures with the same formula, charge and spin comes out at 3.094 eV. As for the gap between HOMO and LUMO: 9.648 eV. The value obtained for the LUMO energy is 0.009 Ha.